[1]
Entry from the Open Molecules 2025 dataset: a structure of composition C15H18CrF7MgN5O13PS2 (ωB97M-V with the def2-TZVPD basis set).

Properties
Gap between HOMO and LUMO (spin up / spin down) ... 4.11 / 4.23 eV
Charge ... +1
HOMO (spin up / spin down) ... -12.36 / -12.36 eV
Spin multiplicity ... 5
Calculated total energy ... -133749.15879 eV

```
63
Properties=species:S:1:pos:R:3:forces:R:3
Cr 23.817600 0.645760 8.297640 0.64 -1.37 3.14
Mg 21.168870 -1.062550 9.312800 -4.66 -2.67 6.78
C 22.762480 1.116380 12.696990 0.04 1.47 -0.98
F 23.789740 1.959660 13.050410 -1.20 -1.49 -0.45
F 22.276080 0.494800 13.731980 0.16 -0.08 0.36
F 21.792500 1.888260 12.138890 1.05 -0.97 0.29
S 23.363130 -0.203920 11.453060 0.87 -2.87 1.05
O 23.895100 0.576350 10.331120 0.59 1.88 -1.61
O 24.387000 -1.015700 12.100000 -1.40 1.61 -0.31
O 22.222740 -1.011700 10.988460 0.67 1.33 1.22
C 21.537440 -4.906430 11.221690 -0.95 0.76 0.12
F 22.449760 -5.216970 10.225600 -1.26 0.01 1.73
F 21.051840 -5.936210 11.909850 0.40 -0.29 -1.50
F 22.128450 -4.174150 12.176350 0.48 0.59 -0.90
S 20.018340 -4.001450 10.377210 -4.19 -3.46 -0.96
O 18.957310 -3.759580 11.379260 2.67 0.23 -0.86
O 20.509060 -2.768800 9.742820 1.19 -0.01 0.05
O 19.561710 -4.966580 9.339890 1.82 1.71 2.00
P 22.022300 -0.663020 7.228860 -5.15 3.09 -2.08
O 22.829650 -1.076000 8.465210 7.33 -7.69 0.05
O 20.544380 -0.878950 7.539890 0.48 -2.69 -5.64
O 22.866580 0.475170 6.696120 2.56 -0.80 -7.30
O 21.966870 0.320050 8.458830 -1.66 10.68 6.26
C 27.175890 1.059750 12.981470 -0.68 -1.94 -1.46
C 27.420050 -0.039390 11.873900 -0.56 1.26 1.65
O 28.835190 0.058410 11.776600 -0.38 -0.82 -0.76
C 29.251270 1.287640 12.227620 2.10 0.64 0.70
O 30.400350 1.657960 12.410120 -3.58 -1.19 -1.01
O 28.108190 1.958200 12.506420 1.49 2.53 0.89
F 26.739880 0.361190 10.718900 1.01 -0.34 0.45
H 27.447170 0.643650 13.951710 0.01 0.11 0.18
H 26.179250 1.500740 12.999960 0.22 -0.10 -0.18
H 27.070370 -1.030550 12.162740 0.48 -0.08 -0.43
C 22.925240 1.199190 17.310930 1.66 0.68 -0.12
C 21.704700 1.409490 18.034720 -1.17 -0.19 0.53
N 20.724990 1.636700 18.597110 0.56 -0.15 -0.35
H 23.699300 1.794380 17.795360 -0.01 0.32 0.16
H 22.870490 1.619930 16.306900 -0.18 -0.35 -0.10
H 23.400850 0.218540 17.326160 -0.82 -0.30 -0.12
C 21.634480 4.161420 14.669490 -0.93 1.13 0.75
C 20.423180 4.810840 14.116800 0.28 0.56 -0.56
N 19.516710 5.347880 13.646540 0.57 -0.54 0.38
H 21.251510 3.235490 15.098550 0.80 -0.47 -0.39
H 21.984420 4.751790 15.516320 -0.31 0.13 0.24
H 22.502450 4.219420 14.012700 -0.43 -0.81 -0.39
C 25.172120 -3.561590 10.060830 0.06 -0.36 -0.02
C 25.429980 -2.332600 9.386910 0.43 4.23 -3.58
N 25.540610 -1.346570 8.731940 -0.87 -2.80 2.22
H 25.133320 -3.306950 11.119960 -0.06 -0.70 0.14
H 25.910310 -4.310860 9.774860 0.33 0.13 0.47
H 24.241880 -3.968070 9.663910 -0.27 0.19 0.38
C 17.059140 -0.975750 11.076000 -0.03 0.92 -0.17
C 18.416540 -0.548830 10.599850 -4.29 -1.51 1.77
N 19.451320 -0.289890 10.248370 2.57 1.00 -1.16
H 16.584060 -1.700850 10.415220 0.57 -0.22 0.02
H 16.371200 -0.130290 11.082240 0.27 0.40 -0.32
H 17.010840 -1.298370 12.116040 0.73 -0.38 -0.19
C 24.734720 -2.771070 14.959120 -0.03 -0.28 -1.15
C 25.287010 -3.881850 14.139400 1.62 -2.84 -1.20
N 25.778680 -4.792090 13.559510 -1.85 3.42 1.82
H 25.140910 -2.773110 15.970610 -0.11 -0.06 -0.17
H 23.646180 -2.817960 14.927750 0.00 -0.29 0.38
H 24.953370 -1.848400 14.421570 0.32 0.12 0.25
```
Forces are in eV/Å.



[2]
Entry from the Open Molecules 2025 dataset: a structure of composition C15H18IrN4O7P2S (ωB97M-V with the def2-TZVPD basis set).

Properties
Energy above the lowest of the compared OMol25 structures with the same formula, charge and spin ... 21.0 kcal per mole
Gap between HOMO and LUMO (spin up / spin down) ... 6.89 / 6.84 eV
Charge ... +1
HOMO (spin up / spin down) ... -11.40 / -11.44 eV
Calculated total energy ... -68392.29002 eV

```
48
Properties=species:S:1:pos:R:3:forces:R:3
Ir 0.012400 0.114771 -0.116844 1.02 0.53 1.62
N 3.265059 0.614524 2.663470 0.25 -0.03 0.01
C 2.140934 0.342902 1.995534 -0.06 -0.13 0.27
S 2.282336 0.233614 0.241724 -0.60 -0.06 -0.75
N 1.052334 0.162863 2.677575 -0.09 0.34 -0.16
N -0.038202 -0.054559 1.878982 1.73 0.11 -0.99
C -1.103773 -0.499468 2.392826 -1.74 -0.61 0.84
C -1.307931 -0.729618 3.841503 -0.11 -0.06 -0.12
C -0.946986 0.222057 4.791005 -0.05 0.24 0.00
C -1.184571 -0.011758 6.134787 0.01 0.06 0.01
C -1.767136 -1.202180 6.548040 0.01 0.02 0.05
C -2.118700 -2.159693 5.610571 -0.01 -0.04 -0.07
C -1.898830 -1.918848 4.262547 0.08 -0.24 -0.01
C -2.156075 -0.849715 1.406507 0.04 0.13 0.26
C -3.464572 -1.113467 1.729618 -0.37 -0.12 0.22
C -4.363091 -1.434340 0.719077 -0.10 -0.01 0.16
C -3.927995 -1.490043 -0.587887 0.00 -0.09 -0.08
C -2.610542 -1.174598 -0.857762 0.27 -0.21 0.19
N -1.755745 -0.867871 0.122970 -0.46 0.75 -0.71
H 4.147734 0.642147 2.185210 0.00 0.02 0.02
H 3.249978 0.596769 3.669781 0.02 0.01 0.00
H -0.500926 1.154745 4.472789 0.01 -0.05 0.03
H -0.914369 0.741365 6.864558 -0.01 -0.03 -0.04
H -1.946097 -1.382394 7.600643 0.01 0.01 -0.04
H -2.562970 -3.095199 5.925105 0.02 0.02 -0.02
H -2.153958 -2.682334 3.535606 -0.01 0.03 0.06
H -3.775389 -1.055261 2.763126 -0.04 -0.02 -0.07
H -5.399148 -1.635556 0.959486 0.03 0.01 0.01
H -4.597995 -1.738308 -1.398638 0.03 0.01 0.01
H -2.208712 -1.166320 -1.859861 0.02 0.08 0.01
C -0.420003 3.956728 -3.056076 -0.22 -0.13 -0.09
C -0.283280 2.703487 -2.199081 0.18 -0.08 0.22
O 0.997196 2.625314 -1.575622 -0.07 0.24 -0.06
P -0.324091 1.161453 -3.156587 0.15 -0.42 0.11
O 0.741343 1.336131 -4.298271 -0.15 -0.05 0.19
O -1.698771 1.050733 -3.885857 0.10 0.00 -0.26
O -0.042742 -0.023757 -2.242139 0.06 0.65 -0.17
P -1.670443 2.445953 -0.963354 -0.04 0.24 -0.61
O -2.189619 3.945172 -0.817446 0.16 -0.30 0.40
O -2.685977 1.528434 -1.566881 -0.10 0.28 0.19
O -1.031361 1.965327 0.354545 0.11 -1.12 -0.77
H 0.401412 4.000651 -3.769296 0.02 -0.02 0.01
H -0.396206 4.837782 -2.416798 0.02 0.01 0.01
H -1.365536 3.967944 -3.600571 0.02 0.00 0.02
H 1.126969 3.395769 -1.008625 -0.02 0.00 0.01
H 1.055569 0.517406 -4.700293 0.09 -0.06 -0.06
H -2.404775 1.160478 -3.195196 -0.08 0.01 0.10
H -3.030542 4.023466 -0.352000 -0.12 0.08 0.04
```
Forces are in eV/Å.



[3]
Entry from the Open Molecules 2025 dataset: an isolated molecule of C15H18N4OS (ωB97M-V with the def2-TZVPD basis set).

Properties
Energy above the lowest of the compared OMol25 structures with the same formula, charge and spin ... 56.2 kcal per mole
SMILES ... CSc1nnc2n(CCC(C)C)c(=O)c3ccccc3n12
Gap between HOMO and LUMO ... 8.64 eV
Charge ... 0
HOMO ... -8.47 eV
Calculated total energy ... -34688.61696 eV

```
39
Properties=species:S:1:pos:R:3:forces:R:3
C 2.392512 4.466583 -1.503909 -0.66 0.55 0.73
S 2.213504 3.634085 0.192322 0.32 -0.53 -0.87
C 1.664738 1.984160 -0.299021 0.40 -0.02 -0.71
N 1.440845 1.685934 -1.570056 -0.92 -0.75 3.01
N 0.806228 0.447252 -1.505450 -1.03 -1.23 -1.69
C 0.669748 -0.003467 -0.302104 2.11 1.13 0.29
N 0.241528 -1.258811 0.155154 -1.40 1.33 -0.89
C -0.819607 -1.904067 -0.734640 1.02 -2.61 -0.68
C -2.275359 -1.390810 -0.678198 2.47 3.43 0.03
C -3.044606 -1.597722 -1.988199 1.64 -1.44 0.17
C -4.506134 -1.346211 -1.752526 -0.55 -1.46 1.77
C -2.457967 -0.837722 -3.181189 0.62 0.00 0.65
C 0.383372 -1.549014 1.514688 -0.03 -1.66 1.36
O -0.097561 -2.573892 2.016220 0.50 1.73 -1.01
C 1.306634 -0.646180 2.359760 -0.90 -0.97 0.21
C 1.696265 -1.049262 3.684235 -0.81 -0.99 -2.10
C 2.620987 -0.351502 4.394851 1.04 -0.06 0.17
C 3.319814 0.720827 3.742202 -2.89 -2.08 0.45
C 2.852887 1.158003 2.513576 0.76 2.04 0.36
C 1.772748 0.535971 1.835280 1.14 0.11 0.33
N 1.299415 0.897390 0.559166 0.23 1.69 -0.51
H 1.348544 4.834839 -1.757286 1.49 -0.80 -0.20
H 2.908660 3.810462 -2.217975 -0.78 0.00 0.23
H 3.055816 5.363249 -1.406678 -0.61 -0.77 0.50
H -0.498729 -1.872868 -1.838307 0.12 0.31 2.00
H -0.749134 -3.017848 -0.459983 -0.28 1.62 -0.29
H -2.747886 -1.706182 0.200717 -1.07 -1.27 1.02
H -2.152161 -0.285650 -0.394900 -0.33 -0.87 -0.90
H -2.816284 -2.727064 -2.091346 -0.91 1.37 -0.62
H -4.798553 -0.558021 -1.014461 0.73 -0.36 -0.61
H -4.771722 -2.331239 -1.264083 -0.83 1.17 -0.63
H -5.030401 -1.150516 -2.665108 -0.51 -0.25 -0.48
H -2.617442 0.213342 -3.009748 0.35 0.66 0.26
H -1.392691 -1.057336 -3.293048 -0.08 0.41 0.04
H -2.870486 -0.977583 -4.164881 -0.70 -0.78 -0.21
H 1.368450 -2.051237 3.992645 -0.24 0.71 0.10
H 2.849607 -0.782141 5.399735 0.24 0.86 -0.93
H 4.098610 1.140554 4.300953 1.09 1.03 0.20
H 3.335812 2.133694 2.231591 -0.74 -1.25 -0.53
```
Forces are in eV/Å.



[4]
Entry from the Open Molecules 2025 dataset: a structure of composition C15H18N6O3S2 (ωB97M-V with the def2-TZVPD basis set).

Properties
Energy above the lowest of the compared OMol25 structures with the same formula, charge and spin ... 368.0 kcal per mole
Gap between HOMO and LUMO ... 8.76 eV
Charge ... 0
HOMO ... -8.39 eV
Calculated total energy ... -52583.53237 eV

```
44
Properties=species:S:1:pos:R:3:forces:R:3
C -0.045698 3.022515 6.448355 3.50 -1.58 -0.15
H -0.776059 2.231805 6.492987 0.02 -0.40 0.71
H -0.365952 3.609622 5.641795 -0.27 1.55 -0.73
H 0.261790 3.481827 7.377148 -0.84 0.43 0.13
C 1.518063 2.350960 5.910786 -5.63 -0.74 5.22
C 1.074885 1.723949 4.725257 -1.06 -1.36 -0.64
N 1.620518 2.105616 3.661976 0.58 -3.17 -2.94
N 1.391301 1.075759 2.574286 -1.54 1.13 2.06
C 0.452324 0.234282 2.901146 -0.81 1.23 -0.79
N -0.118831 -0.552679 1.890182 -1.24 -0.79 3.85
C -1.084677 -1.734695 2.423272 5.03 4.21 -2.77
O -1.313094 -1.836574 3.577262 -0.92 -0.61 -0.53
C -1.185479 -2.482481 1.160919 -9.89 -4.72 7.74
H -1.613292 -3.597200 1.674040 1.47 2.31 -1.64
H -2.181157 -2.288579 0.744391 -0.40 0.47 0.07
S -0.216980 -2.602867 -0.033184 6.70 -0.66 -6.89
C -0.996052 -1.748021 -1.425805 -4.86 -3.02 9.48
N -2.354914 -1.583674 -1.320547 3.16 -1.75 0.18
N -2.658136 -1.214327 -2.575552 -4.69 0.92 2.23
C -1.654100 -0.895642 -3.155427 6.45 0.15 -6.08
N -0.384600 -1.499850 -2.472357 -17.56 2.31 -1.19
C 0.776583 -1.327927 -2.645857 16.91 -5.37 -7.30
H 1.340834 -2.218700 -2.214739 -0.41 0.11 -0.56
H 0.943930 -1.405137 -3.780659 0.46 -0.35 1.30
C 1.558982 -0.257832 -2.296161 -0.99 10.48 -1.28
O 1.366503 0.146933 -1.010037 2.78 0.33 3.39
C 2.640724 -0.068145 -0.274019 -9.98 -6.45 7.01
H 2.549099 -1.460192 -0.155555 1.22 4.11 -0.22
H 2.383604 0.322608 0.849246 1.25 -0.72 -2.92
H 3.400794 0.247348 -0.734195 6.02 2.51 -3.60
H 0.795188 0.675093 -2.748279 2.12 -1.79 -0.11
H 2.601511 0.111049 -2.669893 -1.82 -1.92 0.10
C -1.548307 -0.352039 -4.518194 2.98 -0.67 2.02
C -2.460444 0.249658 -5.251694 -7.76 -1.72 4.90
C -1.949017 0.701630 -6.424543 -6.93 1.19 -1.37
C -0.795524 0.273881 -6.336631 12.21 0.82 -2.88
O -0.207388 -0.268860 -5.205637 -5.90 0.39 -0.09
H -0.063241 0.763831 -6.993642 0.43 -1.24 -0.09
H -2.541460 1.066214 -7.234587 0.40 0.54 -0.37
H -3.708774 0.120027 -4.802813 4.18 0.81 -1.61
H 0.072075 -0.336905 0.891591 -0.10 -0.14 1.23
S -0.335084 0.419368 4.681015 3.87 1.18 -2.78
H 1.651424 1.630171 6.804246 0.48 1.09 -1.70
H 2.158126 3.168181 5.850108 1.36 0.91 -0.37
```
Forces are in eV/Å.



Question: What is the formula in the fourth record?
Answer: C15H18N6O3S2



Question: Which formula does entry 2 have?
Answer: C15H18IrN4O7P2S